The molecule C6H8BrNO2 at a distorted geometry. Source: the OMol25 dataset; level of theory: the ωB97M-V functional and the def2-TZVPD basis.

Calculated values
E_LUMO = 0.723 eV
HOMO level = -7.45 eV
HOMO-LUMO gap = 8.17 eV
SMILES = C[C@@H](Br)n1c(O)ccc1O
Relative energy (zero: lowest compared OMol25 entry of this formula, charge and spin) = 50.5 kcal per mole
Strongest force on any atom = 5.72 eV/A
DFT total energy = -3012.60081 Ha

```
! wB97M-V def2-TZVPD RIJCOSX def2/J DEFGRID3
* xyz 0 1
C 1.13 -0.39 1.61
C 1.37 0.66 0.61
Br 3.04 0.31 -0.43
N 0.09 0.54 -0.50
C -0.97 1.35 -0.38
O -0.90 2.46 0.36
C -1.94 0.86 -1.21
C -1.45 -0.39 -1.75
C -0.20 -0.53 -1.34
O 0.69 -1.55 -1.57
H 0.80 0.10 2.60
H 0.23 -1.00 1.39
H 1.96 -0.97 1.80
H 1.49 1.70 0.94
H -1.77 2.76 0.10
H -2.94 1.08 -1.31
H -1.83 -0.86 -2.67
H 0.47 -1.82 -2.48
*
```

---

C6H8BrO6Pd as an isolated structure at a distorted geometry. Source: the OMol25 dataset; level of theory: the ωB97M-V functional and the def2-TZVPD basis.

Calculated values
E_LUMO (spin up / spin down) = -6.883 / -10.223 eV
HOMO level (spin up / spin down) = -12.90 / -12.88 eV
HOMO-LUMO gap (spin up / spin down) = 6.01 / 2.65 eV
Relative energy (zero: lowest compared OMol25 entry of this formula, charge and spin) = 21.4 kcal per mole
Strongest force on any atom = 4.73 eV/A
DFT total energy = -3386.29796 Ha

```
! wB97M-V def2-TZVPD RIJCOSX def2/J DEFGRID3
* xyz 1 3
Pd -13.50 7.49 17.27
Br -12.81 5.05 17.95
C -9.80 2.96 17.07
C -9.29 3.63 18.36
O -7.91 3.72 18.00
C -7.77 3.74 16.68
O -6.95 4.28 15.98
O -8.83 3.27 16.10
H -10.73 3.36 16.66
H -9.76 1.88 16.94
H -9.34 2.83 19.09
H -9.63 4.64 18.60
C -12.21 4.61 22.16
C -11.74 3.50 21.31
O -10.32 3.65 21.37
C -10.06 4.91 21.89
O -8.96 5.42 22.05
O -11.27 5.56 22.06
H -12.42 4.36 23.20
H -13.02 5.15 21.68
H -12.14 3.47 20.30
H -12.00 2.51 21.68
*
```

---

The molecule C6H8Cl2 at a distorted geometry. Source: the OMol25 dataset; level of theory: the ωB97M-V functional and the def2-TZVPD basis.

Calculated values
E_LUMO = 0.872 eV
HOMO level = -9.54 eV
HOMO-LUMO gap = 10.41 eV
SMILES = CC1=C[C@@H](Cl)[C@@]1(C)Cl
Relative energy (zero: lowest compared OMol25 entry of this formula, charge and spin) = 30.4 kcal per mole
Strongest force on any atom = 4.59 eV/A
DFT total energy = -1153.71969 Ha

```
! wB97M-V def2-TZVPD RIJCOSX def2/J DEFGRID3
* xyz 0 1
C -0.26 -2.11 -0.56
C -0.44 -0.82 0.16
C -1.25 -0.19 1.01
C -0.49 1.13 1.12
Cl 0.06 1.60 2.67
C 0.64 0.56 0.07
C 0.90 1.20 -1.24
Cl 2.16 0.17 0.86
H 0.27 -2.10 -1.49
H -1.28 -2.61 -0.73
H 0.27 -2.63 0.23
H -2.18 -0.27 1.60
H -1.15 1.88 0.78
H 1.43 2.12 -1.09
H -0.11 1.62 -1.47
H 1.43 0.43 -1.92
*
```

---

The molecule C6H8ClF at a distorted geometry. Source: the OMol25 dataset; level of theory: the ωB97M-V functional and the def2-TZVPD basis.

Calculated values
E_LUMO = 0.449 eV
HOMO level = -9.14 eV
HOMO-LUMO gap = 9.59 eV
SMILES = C=C/C(=C\C)[C@H](F)Cl
Relative energy (zero: lowest compared OMol25 entry of this formula, charge and spin) = 54.7 kcal per mole
Strongest force on any atom = 5.55 eV/A
DFT total energy = -793.37884 Ha

```
! wB97M-V def2-TZVPD RIJCOSX def2/J DEFGRID3
* xyz 0 1
C -2.73 0.44 -0.28
C -1.47 0.48 0.23
C -0.31 -0.03 -0.47
C -0.12 -1.35 -0.88
C -1.29 -2.20 -0.75
C 0.91 0.71 -0.21
F 2.05 0.43 -0.93
Cl 1.36 0.77 1.51
H -3.06 0.09 -1.33
H -3.57 0.54 0.41
H -1.65 1.00 1.20
H 0.87 -1.51 -1.21
H -1.83 -2.35 -1.72
H -2.02 -1.75 -0.08
H -0.91 -3.09 -0.20
H 0.71 1.86 -0.31
*
```

---

The molecule C6H8ClF at a distorted geometry. Source: the OMol25 dataset; level of theory: the ωB97M-V functional and the def2-TZVPD basis.

Calculated values
E_LUMO = 0.952 eV
HOMO level = -9.77 eV
HOMO-LUMO gap = 10.72 eV
SMILES = C=C[C@@H](Cl)C/C=C/F
Relative energy (zero: lowest compared OMol25 entry of this formula, charge and spin) = 26.2 kcal per mole
Strongest force on any atom = 2.84 eV/A
DFT total energy = -793.42421 Ha

```
! wB97M-V def2-TZVPD RIJCOSX def2/J DEFGRID3
* xyz 0 1
C 2.67 -0.89 -0.43
C 1.50 -0.43 -0.70
C 0.85 0.52 0.26
Cl 0.67 2.21 -0.44
C -0.52 0.06 0.79
C -1.60 -0.11 -0.21
C -2.81 0.37 0.07
F -3.88 0.13 -0.76
H 3.19 -1.62 -1.08
H 3.12 -0.59 0.54
H 0.93 -0.61 -1.63
H 1.54 0.63 1.08
H -0.87 0.76 1.57
H -0.30 -0.88 1.29
H -1.52 -0.71 -1.13
H -2.96 1.15 0.79
*
```

---

The molecule C6H8ClN3O at a distorted geometry. Source: the OMol25 dataset; level of theory: the ωB97M-V functional and the def2-TZVPD basis.

Calculated values
E_LUMO = -0.250 eV
HOMO level = -8.10 eV
HOMO-LUMO gap = 7.85 eV
SMILES = O=c1cc(NCl)n2n1CCC2
Relative energy (zero: lowest compared OMol25 entry of this formula, charge and spin) = 33.7 kcal per mole
Strongest force on any atom = 3.13 eV/A
DFT total energy = -933.01566 Ha

```
! wB97M-V def2-TZVPD RIJCOSX def2/J DEFGRID3
* xyz 0 1
O 0.34 3.12 -0.21
C 0.45 1.95 0.17
C 1.71 1.32 0.46
C 1.54 -0.03 0.47
N 2.38 -1.10 0.54
Cl 3.99 -1.04 -0.24
N 0.20 -0.28 0.47
N -0.50 0.97 0.32
C -1.87 0.76 -0.03
C -1.85 -0.74 -0.53
C -0.55 -1.38 -0.05
H 2.63 1.87 0.14
H 1.82 -1.88 0.42
H -2.22 1.52 -0.72
H -2.70 1.00 0.81
H -1.98 -0.74 -1.68
H -2.74 -1.39 -0.21
H -0.66 -2.17 0.79
H -0.02 -1.77 -0.93
*
```

---

The molecule C6H8ClN3O2 at a distorted geometry. Source: the OMol25 dataset; level of theory: the ωB97M-V functional and the def2-TZVPD basis.

Calculated values
E_LUMO (spin up / spin down) = -0.345 / -3.989 eV
HOMO level (spin up / spin down) = -5.49 / -8.88 eV
HOMO-LUMO gap (spin up / spin down) = 5.15 / 4.89 eV
Relative energy (zero: lowest compared OMol25 entry of this formula, charge and spin) = 0.0 kcal per mole
Strongest force on any atom = 3.92 eV/A
DFT total energy = -1008.15532 Ha

```
! wB97M-V def2-TZVPD RIJCOSX def2/J DEFGRID3
* xyz 0 3
C 1.92 0.07 -1.54
C 0.69 0.66 -1.26
C 2.73 -0.42 -0.50
C 0.99 0.30 1.08
C -2.08 -1.17 0.81
C -2.19 0.15 -0.01
N 2.18 -0.15 0.80
N 0.16 0.61 -0.03
N -1.10 1.09 0.37
O 3.85 -0.90 -0.54
O 0.59 0.39 2.20
Cl -1.38 2.73 -0.21
H 2.33 0.16 -2.55
H 0.11 0.88 -2.13
H -2.51 -2.00 0.27
H -1.08 -1.17 1.08
H -2.68 -1.15 1.66
H -2.06 -0.22 -1.02
H -3.25 0.49 -0.04
H 2.80 -0.34 1.54
*
```